{
  "formula": "C45H82BInN6O4Si",
  "method": "wB97M-V/def2-TZVPD",
  "species": ["In", "C", "C", "C", "C", "C", "C", "C", "C", "C", "N", "N", "B", "N", "N", "C", "C", "C", "C", "C", "C", "C", "C", "C", "N", "N", "C", "C", "C", "C", "C", "C", "C", "C", "C", "H", "H", "H", "H", "H", "H", "H", "H", "H", "H", "H", "H", "H", "H", "H", "H", "H", "H", "H", "H", "H", "H", "H", "H", "H", "H", "H", "H", "H", "H", "H", "H", "H", "H", "H", "H", "H", "H", "H", "H", "H", "H", "H", "H", "H", "H", "C", "C", "C", "C", "O", "Si", "O", "O", "C", "C", "C", "C", "O", "C", "C", "C", "C", "H", "H", "H", "H", "H", "H", "H", "H", "H", "H", "H", "H", "H", "H", "H", "H", "H", "H", "H", "H", "H", "H", "H", "H", "H", "H", "H", "C", "C", "C", "C", "C", "C", "H", "H", "H", "H", "H", "H", "H", "H", "H"],
  "positions_angstrom": [[-0.3890, 0.0542, 0.0216], [1.1369, 0.7953, 3.4721], [2.3429, 0.4553, 2.5918], [3.6227, 0.4752, 3.4243], [2.1121, -0.8914, 1.9713], [2.6890, -2.0974, 2.3764], [1.9936, -3.1016, 1.7308], [2.4114, -4.5561, 1.7525], [2.8445, -4.9741, 3.1612], [1.4663, -5.5969, 1.1701], [1.0485, -2.5141, 0.9575], [1.1605, -1.1567, 1.0779], [-0.4309, -2.9760, 0.7352], [-1.3166, -2.2073, 1.7785], [-1.5336, -0.8666, 1.6389], [-2.4754, -0.4987, 2.5015], [-2.8590, -1.6173, 3.2422], [-2.1343, -2.6780, 2.7356], [-2.2291, -4.1015, 3.2090], [-2.8282, -5.0634, 2.1801], [-0.8965, -4.5883, 3.7793], [-3.0129, 0.8999, 2.6253], [-2.5723, 1.8232, 1.4989], [-4.5408, 0.8583, 2.7166], [-0.9983, -2.5710, -0.6617], [-2.3405, -2.2535, -0.5838], [-2.8483, -2.4120, -1.7784], [-1.8568, -2.8446, -2.6825], [-0.7044, -2.9450, -1.9530], [0.5881, -3.4419, -2.5500], [0.5727, -4.9742, -2.6251], [1.8839, -2.8982, -1.9609], [-4.2935, -2.1054, -2.0379], [-5.0175, -3.3341, -2.5886], [-4.9836, -1.5517, -0.7975], [1.3187, 1.7216, 4.0187], [0.9562, 0.0000, 4.1997], [0.2309, 0.9262, 2.8785], [2.4158, 1.2132, 1.8155], [3.5563, -0.2118, 4.2708], [3.7849, 1.4767, 3.8226], [4.4997, 0.2020, 2.8368], [3.5186, -2.2139, 3.0476], [3.3060, -4.5717, 1.1162], [2.0128, -4.8864, 3.8621], [3.6688, -4.3727, 3.5385], [3.1706, -6.0145, 3.1524], [0.5671, -5.7325, 1.7706], [1.9916, -6.5529, 1.1382], [1.1661, -5.3477, 0.1567], [-0.4970, -4.1414, 0.9360], [-3.5862, -1.6666, 4.0341], [-2.9414, -4.0548, 4.0385], [-2.1393, -5.2803, 1.3675], [-3.7367, -4.6461, 1.7446], [-3.0836, -6.0054, 2.6685], [-0.1060, -4.5291, 3.0307], [-0.9762, -5.6244, 4.1127], [-0.5924, -3.9752, 4.6289], [-2.6304, 1.3074, 3.5690], [-2.8849, 1.4383, 0.5211], [-1.4974, 2.0139, 1.4902], [-3.0458, 2.7997, 1.6172], [-4.9639, 0.4540, 1.7951], [-4.9357, 1.8641, 2.8630], [-4.8827, 0.2374, 3.5437], [-1.9495, -3.0326, -3.7400], [0.5453, -3.0783, -3.5818], [0.3423, -5.4201, -1.6586], [1.5367, -5.3589, -2.9634], [-0.1969, -5.3109, -3.3196], [2.0791, -3.2756, -0.9585], [1.8681, -1.8065, -1.9108], [2.7186, -3.1943, -2.5981], [-4.3194, -1.3268, -2.8063], [-5.0246, -4.1345, -1.8458], [-4.5300, -3.7175, -3.4862], [-6.0517, -3.0942, -2.8407], [-4.9410, -2.2654, 0.0266], [-6.0306, -1.3314, -1.0151], [-4.4950, -0.6355, -0.4602], [0.4711, 4.5330, 2.4410], [1.9576, 4.6459, 2.1209], [2.2666, 5.9837, 1.4595], [2.7922, 4.4830, 3.3840], [2.3563, 3.5904, 1.2442], [1.5673, 2.9584, -0.0554], [0.5751, 1.7959, 0.4059], [0.7436, 4.1788, -0.7632], [0.5655, 4.6301, -2.1034], [1.5078, 5.8058, -2.3309], [-0.8908, 5.0670, -2.2035], [0.8546, 3.5243, -3.1082], [2.7015, 2.4051, -1.0918], [4.0964, 2.1448, -1.1646], [4.3886, 1.8367, -2.6293], [4.4278, 0.9376, -0.2982], [4.8902, 3.3648, -0.7120], [0.1779, 5.3037, 3.1566], [0.2518, 3.5563, 2.8737], [-0.1262, 4.6576, 1.5365], [2.0196, 6.8081, 2.1306], [1.6908, 6.0899, 0.5421], [3.3285, 6.0402, 1.2151], [2.5915, 5.2924, 4.0878], [3.8536, 4.4942, 3.1323], [2.5630, 3.5359, 3.8730], [1.2892, 6.6144, -1.6325], [1.4090, 6.1907, -3.3474], [2.5398, 5.4850, -2.1791], [-1.1046, 5.8363, -1.4605], [-1.5433, 4.2127, -2.0138], [-1.1122, 5.4669, -3.1950], [1.9106, 3.2641, -3.1107], [0.5730, 3.8589, -4.1079], [0.2784, 2.6303, -2.8666], [3.8023, 0.9772, -2.9573], [5.4472, 1.6163, -2.7750], [4.1242, 2.6926, -3.2513], [3.7726, 0.1005, -0.5462], [4.3010, 1.1811, 0.7548], [5.4631, 0.6280, -0.4531], [4.6423, 4.2264, -1.3348], [5.9607, 3.1713, -0.8008], [4.6569, 3.6090, 0.3231], [-3.9021, 1.6106, -3.8185], [-2.4928, 1.0895, -4.1294], [-2.5711, -0.1392, -5.0457], [-1.7135, 2.1907, -4.8544], [-1.8186, 0.7201, -2.8683], [-1.2625, 0.4067, -1.8405], [-4.4186, 1.8527, -4.7496], [-3.8478, 2.5139, -3.2096], [-4.4924, 0.8731, -3.2770], [-2.9988, 0.1461, -6.0090], [-3.1916, -0.9199, -4.6091], [-1.5765, -0.5530, -5.2137], [-2.2331, 2.4509, -5.7790], [-0.7052, 1.8593, -5.1040], [-1.6348, 3.0839, -4.2370]],
  "relative_energy_kcal_mol": 17.1,
  "lumo_energy_ev": 0.59,
  "orbital_gap_ev": 9.15,
  "e_tot_ha": -2898.17479,
  "molar_mass_g_mol": 924.90
}